# 1
Formula: C2H8AgBrN4O2
Source: the Open Molecules 2025 dataset
Level of theory: the ωB97M-V functional and the def2-TZVPD basis

Values from the calculation:
2S+1: 1
HOMO, eV: -8.801
Frontier orbital gap, eV: 7.40
Largest force on an atom, eV/Å: 7.3

The geometry in XYZ format:
```
18
Properties=species:S:1:pos:R:3:forces:R:3:lowdin_charge:R:1
Ag -9.103 -3.548 0.224 5.72 -1.45 -0.98 0.54
Br -11.147 -3.119 0.630 -5.38 -4.81 -1.12 0.53
O -9.754 -2.982 3.154 2.46 -3.75 -0.57 -0.03
O -10.943 0.678 -1.676 -0.16 1.91 -1.29 0.02
N -10.485 -0.523 0.119 2.30 1.39 2.57 0.07
N -12.077 -1.183 -1.240 -2.00 -0.28 -1.79 0.10
N -11.530 -1.701 2.718 -4.08 0.62 -0.34 0.03
N -10.087 -1.104 4.201 2.21 1.80 2.86 0.16
C -10.445 -2.046 3.352 -0.66 2.45 0.67 -0.86
C -11.179 -0.267 -0.962 0.92 0.57 -0.56 -0.82
H -12.108 -0.946 3.058 0.18 -0.22 -0.03 0.12
H -10.581 -0.256 4.440 0.16 -0.40 -0.18 0.11
H -11.960 -2.441 2.182 -0.61 0.85 1.05 -0.07
H -9.905 0.228 0.465 0.08 -0.34 -0.18 0.12
H -9.181 -1.306 4.600 -0.22 0.53 0.31 0.11
H -12.495 -0.933 -2.125 -0.65 -0.85 0.24 0.12
H -10.411 -1.482 0.425 0.32 1.65 0.38 -0.18
H -12.287 -1.912 -0.574 -0.59 0.33 -1.03 -0.05
```
Positions in Å, forces in eV/Å.

---

# 2
Formula: C2H8BNO2
Source: the Open Molecules 2025 dataset
Level of theory: the ωB97M-V functional and the def2-TZVPD basis

Values from the calculation:
SMILES: CN(C)B(O)O
2S+1: 1
HOMO, eV: -8.679
Frontier orbital gap, eV: 9.12
Largest force on an atom, eV/Å: 2.8

The geometry in XYZ format:
```
14
Properties=species:S:1:pos:R:3:forces:R:3:lowdin_charge:R:1
O -0.220 -0.402 2.225 -0.09 -0.60 0.49 0.15
O -1.174 -1.706 0.414 0.77 0.89 -0.77 0.12
N 0.097 0.225 -0.135 1.45 -0.27 1.29 -0.11
C -0.266 0.035 -1.504 2.49 -0.85 -1.06 -0.09
C 1.154 1.292 -0.018 -1.64 -2.04 -0.12 -0.02
B -0.403 -0.605 0.875 -0.91 -1.09 -0.31 -0.76
H 0.833 1.863 -0.898 1.26 0.88 0.61 0.08
H 2.176 0.862 0.002 -0.49 0.29 -0.70 0.10
H -0.798 -0.910 -1.712 0.44 0.60 0.11 0.09
H 1.016 1.744 0.936 -0.13 0.95 0.46 0.07
H -0.838 0.879 -1.711 -1.46 1.30 -1.24 0.06
H 0.723 0.167 -2.123 -1.88 -0.77 0.65 0.12
H -1.704 -2.277 0.946 -0.25 -0.14 0.82 0.07
H -0.593 -1.169 2.704 0.43 0.84 -0.22 0.11
```
Positions in Å, forces in eV/Å.

---

# 3
Formula: C2H8BrCuN4O2
Source: the Open Molecules 2025 dataset
Level of theory: the ωB97M-V functional and the def2-TZVPD basis

Values from the calculation:
2S+1: 2
⟨S²⟩: 0.755
HOMO (spin up / spin down), eV: -12.364 / -12.350
Frontier orbital gap (spin up / spin down), eV: 7.05 / 3.52
Net charge: +1
Largest force on an atom, eV/Å: 1.8

The geometry in XYZ format:
```
18
Properties=species:S:1:pos:R:3:forces:R:3:mulliken_spin:R:1
Br 1.970 -2.329 -0.277 0.54 0.39 0.79 0.85
Cu 2.783 -0.849 1.758 -0.62 0.61 -1.37 0.09
O 2.318 1.046 0.874 0.67 -0.73 0.30 0.03
O -3.658 -1.982 -0.204 0.91 0.01 0.36 0.01
N -1.500 -2.577 -0.534 0.27 0.66 0.49 0.03
N 1.515 3.079 0.279 0.32 -0.14 -0.22 0.00
N -2.066 -0.760 0.827 -0.32 -0.07 0.59 0.00
N 1.028 1.240 -1.017 0.80 0.88 1.23 0.00
C -2.467 -1.792 0.027 -1.51 -0.23 -0.98 -0.01
C 1.702 1.760 0.054 -1.28 -0.39 0.00 -0.01
H -2.867 -0.281 1.208 0.25 0.26 0.02 0.00
H -0.546 -2.421 -0.259 -0.15 -0.43 -0.38 -0.01
H -1.806 -3.240 -1.221 0.23 -0.13 0.02 0.00
H 0.563 1.901 -1.610 -0.16 -0.44 -0.51 0.00
H -1.189 -0.283 0.782 0.14 -0.03 -0.14 0.00
H 2.127 3.587 0.893 0.03 -0.22 0.22 0.00
H 0.974 3.636 -0.358 0.04 0.04 -0.11 0.00
H 1.119 0.265 -1.221 -0.16 -0.03 -0.30 0.00
```
Positions in Å, forces in eV/Å.